A | {"formula": "C25H30IIrN4O2S", "method": "the ωB97M-V functional and the def2-TZVPD basis", "species": ["H", "S", "C", "C", "C", "H", "H", "C", "N", "C", "H", "H", "C", "H", "H", "N", "N", "H", "H", "C", "C", "C", "H", "H", "H", "C", "H", "H", "H", "I", "H", "C", "H", "H", "H", "H", "Ir", "C", "H", "C", "C", "H", "C", "O", "H", "H", "N", "H", "C", "H", "C", "H", "C", "C", "C", "C", "O", "H", "C", "H", "C", "H", "C", "C"], "positions_angstrom": [[5.255, 1.291, -0.887], [0.492, -2.860, 0.513], [3.293, 0.580, 0.861], [-2.170, 1.577, -0.016], [0.906, -2.077, 2.026], [3.849, -0.237, 1.328], [3.176, -1.739, -1.207], [-3.078, -1.360, -3.099], [0.002, -1.394, 2.711], [2.327, 1.289, -2.781], [5.277, -0.465, -0.673], [2.370, -2.526, 4.587], [-4.565, -2.957, -1.819], [2.857, 0.491, -3.284], [1.984, 0.305, 3.507], [-3.293, -2.318, -2.134], [2.121, -2.224, 2.524], [-3.864, -1.011, -3.747], [3.786, 1.518, 1.129], [1.488, 2.146, -3.528], [0.236, -0.819, 4.039], [-2.459, 0.289, 0.418], [2.275, 0.574, 1.249], [-1.996, -3.276, -0.742], [1.409, 2.010, -4.600], [0.762, 3.110, -2.915], [-2.830, 3.612, -0.102], [-4.949, 3.159, 1.095], [-0.369, 0.080, 4.132], [-6.304, 0.674, 2.342], [-3.865, -0.971, 1.448], [-3.061, 2.611, 0.237], [-4.540, -3.316, -0.794], [-0.086, -1.526, 4.806], [-0.916, -1.338, 2.302], [2.745, -2.804, 1.986], [0.737, -1.161, -1.052], [-0.909, 1.797, -0.779], [-4.753, -3.796, -2.487], [-2.120, -2.547, -1.527], [-4.248, 2.358, 0.912], [-1.754, -0.505, 0.204], [4.741, 0.363, -1.144], [-0.528, 3.064, -0.836], [1.930, -0.181, 5.204], [3.591, -1.512, 3.815], [-1.154, -1.811, -2.049], [1.903, 2.605, 0.330], [3.286, 0.399, -0.653], [0.975, 4.366, -1.203], [1.714, -0.503, 4.187], [0.085, 3.745, -3.473], [1.834, 2.466, -0.742], [2.517, -0.886, -0.978], [-4.527, 1.069, 1.345], [0.838, 3.312, -1.445], [-0.296, 0.897, -1.315], [-5.367, -2.230, -1.919], [2.493, 1.475, -1.374], [4.803, 0.232, -2.225], [-3.632, 0.031, 1.108], [-1.196, -0.350, -3.626], [-1.758, -1.053, -3.035], [2.528, -1.740, 3.846]], "nbo_charge": [0.221, -0.198, -0.596, -0.191, 0.391, 0.207, 0.155, -0.081, -0.567, -0.149, 0.210, 0.209, -0.403, 0.218, 0.223, -0.323, -0.565, 0.234, 0.221, -0.235, -0.222, -0.120, 0.209, 0.225, 0.227, -0.162, 0.241, 0.238, 0.228, 0.195, 0.223, -0.136, 0.219, 0.207, 0.428, 0.433, 0.542, 0.825, 0.222, 0.206, -0.245, 0.214, -0.601, -0.491, 0.244, 0.228, -0.571, 0.214, -0.186, 0.228, -0.426, 0.218, -0.198, -0.150, -0.144, 0.011, -0.661, 0.225, -0.005, 0.215, -0.275, 0.232, -0.065, -0.223], "multiplicity": 2, "lumo_energy_ha": [-0.0906, -0.1231], "total_charge": 1}

---

B | {"formula": "C25H30IIrN4O2S", "method": "the ωB97M-V functional and the def2-TZVPD basis", "species": ["H", "H", "H", "I", "C", "C", "N", "C", "H", "H", "C", "N", "H", "C", "C", "C", "C", "H", "C", "O", "H", "H", "H", "H", "H", "O", "H", "S", "C", "N", "C", "H", "C", "H", "H", "Ir", "H", "C", "H", "H", "H", "H", "H", "H", "C", "H", "C", "C", "C", "C", "C", "H", "H", "C", "C", "C", "H", "H", "C", "N", "H", "C", "H", "C"], "positions_angstrom": [[-2.431, 1.269, 3.942], [-1.070, 0.894, 2.035], [3.976, -5.602, 0.779], [6.598, -4.838, 2.248], [2.073, 2.316, -1.625], [1.592, 2.087, -2.917], [-3.758, -2.548, -1.247], [-4.087, 2.112, 2.832], [-4.574, -2.066, -3.160], [-2.323, -2.525, 0.337], [1.068, 3.114, -3.675], [-2.029, 1.201, 1.905], [1.699, 1.561, 0.999], [4.154, 1.013, -1.383], [1.945, -0.101, -1.220], [3.735, -4.659, 1.247], [-2.370, 1.685, 0.714], [-3.383, 0.078, 3.041], [-2.966, 1.091, 3.009], [0.337, -2.595, 0.177], [4.712, 1.902, -1.098], [5.062, -2.356, 3.359], [-5.423, 2.730, 1.237], [1.657, 1.084, -3.316], [1.477, 5.645, -1.486], [0.728, -0.937, 1.528], [-4.906, -4.254, -1.498], [-1.192, 1.947, -0.500], [1.013, -2.104, 1.114], [-3.635, 2.020, 0.456], [2.209, -2.830, 1.601], [-2.324, -0.489, -3.287], [-3.789, -1.908, -2.450], [-4.423, -3.905, 0.171], [0.637, 5.206, -3.762], [-0.101, -0.357, -0.581], [-4.850, 1.966, 3.594], [3.118, -2.235, 2.474], [4.632, 0.144, -0.939], [3.361, 2.181, 0.917], [4.177, 0.923, -2.465], [2.868, -1.299, 2.951], [-3.689, 3.122, 2.935], [0.708, 2.913, -4.672], [2.695, 1.139, -0.887], [3.071, 0.458, 1.128], [2.025, 3.612, -1.122], [4.346, -2.828, 2.704], [-2.665, -1.138, -2.507], [-4.695, 1.945, 1.443], [1.029, 4.400, -3.163], [-5.704, -2.944, -0.600], [-5.203, 0.977, 1.364], [2.707, 1.359, 0.641], [-2.641, -2.160, -0.620], [2.514, -4.059, 1.018], [2.495, -0.976, -1.551], [2.394, 3.837, -0.135], [-4.755, -3.461, -0.765], [-1.959, -1.301, -1.356], [1.789, -4.514, 0.362], [1.506, 4.643, -1.884], [-3.825, 2.430, -0.446], [4.659, -4.015, 2.059]], "nbo_charge": [0.232, 0.449, 0.235, 0.172, -0.011, -0.218, -0.314, -0.424, 0.235, 0.231, -0.203, -0.568, 0.225, -0.597, -0.008, -0.259, 0.345, 0.200, -0.222, -0.705, 0.224, 0.235, 0.230, 0.208, 0.219, -0.742, 0.227, -0.130, 0.768, -0.564, -0.196, 0.234, -0.077, 0.227, 0.221, 0.961, 0.242, -0.146, 0.210, 0.225, 0.216, 0.234, 0.223, 0.219, -0.248, 0.224, -0.165, -0.262, -0.063, -0.223, -0.207, 0.218, 0.200, -0.574, 0.207, -0.138, 0.167, 0.209, -0.406, -0.559, 0.239, -0.211, 0.434, -0.105], "multiplicity": 2, "lumo_energy_ha": [-0.1356, -0.1402], "total_charge": 1}

---

Of them, A has the lowest stability.

---

A | {"formula": "C5H43N2O14", "method": "the ωB97M-V functional and the def2-TZVPD basis", "species": ["H", "C", "H", "H", "C", "C", "H", "H", "H", "O", "O", "O", "H", "N", "C", "H", "O", "O", "H", "H", "H", "H", "H", "H", "H", "H", "H", "O", "H", "H", "O", "O", "O", "O", "N", "H", "H", "H", "O", "O", "H", "O", "H", "H", "H", "H", "H", "H", "H", "H", "H", "H", "C", "H", "H", "H", "H", "H", "H", "O", "H", "H", "H", "H"], "positions_angstrom": [[1.655, -4.366, 0.677], [-1.389, -2.655, 2.001], [1.889, 0.413, 4.261], [-1.758, 2.185, 3.788], [1.248, -0.771, -0.168], [0.077, -1.770, -0.356], [-0.938, -1.295, -4.699], [0.969, -4.327, -3.818], [2.520, -2.449, 3.626], [-1.681, 1.755, 0.457], [-1.617, -1.786, -4.201], [0.634, 1.929, -2.910], [-1.924, -0.048, -3.512], [-1.093, -1.006, 0.019], [-2.057, -1.649, 1.083], [3.286, -2.898, 2.487], [0.198, 4.453, -1.914], [2.652, 1.873, 1.031], [0.218, -2.164, -1.395], [-1.187, 2.444, 2.434], [-2.359, -0.815, 1.699], [2.616, -2.405, -0.128], [-1.099, 1.139, 0.021], [2.397, 2.393, 1.815], [-2.521, 1.819, -0.091], [-1.404, 3.613, 0.496], [-0.284, 5.116, -2.412], [0.853, -4.801, 0.379], [1.223, -1.229, 1.846], [-2.903, -2.002, 0.474], [-0.921, 2.141, 3.309], [-1.644, 4.375, -0.064], [-3.624, 1.700, -1.214], [1.164, 4.313, 1.376], [1.544, -0.418, 1.255], [-0.663, -3.230, 1.465], [-0.346, 4.379, -1.058], [-1.133, -2.001, -3.386], [2.360, -2.714, 2.711], [0.461, -3.516, -3.926], [-0.924, 1.070, -2.758], [-1.757, 0.571, -2.784], [-0.985, -2.106, 2.844], [0.313, -2.666, 0.243], [0.441, 2.875, -2.852], [0.609, -5.557, 0.934], [1.049, 0.373, 1.675], [0.487, 0.919, 3.777], [-4.274, 0.975, -1.073], [0.218, 4.425, 1.526], [-0.190, -3.629, -4.648], [1.536, 5.095, 0.965], [2.611, -1.417, -0.594], [3.356, -0.729, -0.242], [2.518, -0.231, 1.365], [-1.709, -0.919, -0.778], [-2.300, 4.100, -0.722], [-3.250, 1.411, -2.118], [-2.066, -3.396, 2.465], [1.242, 0.361, 3.558], [2.650, -1.571, -1.686], [1.158, 0.076, -0.846], [1.031, 1.678, -2.070], [2.821, 2.566, 0.364]], "nbo_charge": [0.476, -0.655, 0.489, 0.486, -0.034, -0.269, 0.478, 0.486, 0.486, -1.046, -0.942, -0.968, 0.507, -0.684, -0.213, 0.480, -1.010, -0.993, 0.220, 0.498, 0.204, 0.194, 0.495, 0.505, 0.510, 0.501, 0.476, -0.956, 0.469, 0.189, -0.975, -0.967, -0.978, -0.973, -0.708, 0.223, 0.501, 0.487, -0.952, -0.979, 0.515, -1.050, 0.207, 0.223, 0.519, 0.494, 0.473, 0.522, 0.486, 0.483, 0.495, 0.493, -0.619, 0.208, 0.446, 0.393, 0.499, 0.526, 0.238, -1.007, 0.242, 0.197, 0.463, 0.496], "lumo_energy_ha": -0.0916, "total_charge": 1}

---

B | {"formula": "C5H43N2O14", "method": "the ωB97M-V functional and the def2-TZVPD basis", "species": ["H", "O", "H", "O", "C", "H", "H", "O", "H", "H", "C", "H", "H", "O", "H", "O", "H", "H", "N", "H", "H", "O", "H", "H", "H", "H", "C", "H", "H", "H", "H", "H", "O", "H", "H", "H", "O", "H", "H", "H", "H", "H", "O", "H", "O", "C", "N", "H", "O", "H", "O", "H", "H", "H", "H", "H", "C", "H", "O", "H", "H", "O", "H", "H"], "positions_angstrom": [[0.770, 1.310, -0.547], [-2.327, 0.837, 3.511], [1.134, -1.355, -3.941], [1.135, 1.289, 4.267], [1.356, -2.615, 0.607], [2.012, 2.737, -1.798], [-3.051, -2.777, 2.131], [-2.171, 3.095, -0.666], [2.414, 0.279, -3.071], [-3.591, -2.146, 3.319], [0.730, -0.181, 1.011], [1.575, 2.702, 3.085], [2.128, -2.127, 1.319], [-2.372, 2.960, 1.968], [1.675, 0.809, 4.905], [-1.309, 1.822, -3.003], [-0.368, 1.619, 1.812], [-2.589, -1.117, -1.282], [-0.508, 0.640, 1.360], [1.218, -0.389, 1.970], [0.167, -3.485, -1.175], [4.145, 0.774, -0.693], [-1.034, 0.821, 0.473], [-2.183, -4.088, -1.578], [2.198, 4.223, -1.615], [2.958, -3.580, -0.431], [2.035, -2.972, -0.687], [2.065, 0.278, -0.728], [0.351, 0.923, 4.119], [-1.875, 1.767, -3.707], [-0.125, -1.412, -0.560], [-2.515, 3.713, 2.566], [0.725, -1.116, -3.120], [4.064, -0.164, -0.831], [1.064, -3.524, 1.163], [-2.434, 3.366, 0.975], [3.281, 0.625, -3.228], [-1.501, 3.582, -1.165], [-1.479, -1.523, -2.339], [-2.226, -1.329, 0.892], [4.416, 1.025, -1.589], [-0.607, -1.854, 1.079], [-2.332, -0.550, 0.338], [2.378, -1.991, -1.120], [-2.366, -1.100, -2.234], [1.457, 0.743, 0.021], [1.064, -3.448, -1.696], [2.127, 1.469, 0.556], [1.740, 3.657, -2.178], [-1.175, 0.091, 1.946], [-2.397, -3.447, -0.882], [-0.888, 0.920, -2.773], [3.283, 1.504, -3.545], [-2.662, 1.623, 2.977], [-2.899, -2.777, -1.163], [1.580, 3.985, 2.163], [0.302, -1.520, 0.460], [-3.221, 0.561, 3.757], [1.337, 3.096, 2.224], [-3.223, -0.385, 0.042], [-2.794, 2.677, -1.416], [-2.837, -2.030, 2.643], [0.873, -2.140, -2.820], [1.301, -4.379, -2.075]], "nbo_charge": [0.202, -0.991, 0.474, -0.957, -0.430, 0.468, 0.472, -0.991, 0.495, 0.495, -0.031, 0.510, 0.218, -1.031, 0.497, -0.978, 0.489, 0.456, -0.760, 0.217, 0.382, -0.945, 0.464, 0.492, 0.465, 0.222, -0.230, 0.235, 0.476, 0.476, 0.224, 0.489, -1.034, 0.457, 0.228, 0.539, -0.977, 0.511, 0.489, 0.515, 0.490, 0.194, -0.979, 0.179, -0.968, -0.654, -0.873, 0.272, -0.932, 0.466, -0.962, 0.505, 0.486, 0.504, 0.469, 0.480, -0.418, 0.471, -0.991, 0.496, 0.521, -0.953, 0.499, 0.397], "lumo_energy_ha": -0.0910, "total_charge": 1}

---

Of them, B has the lowest stability.

---

A | {"formula": "C3H7N2OS", "method": "the ωB97M-V functional and the def2-TZVPD basis", "species": ["S", "H", "C", "C", "O", "N", "H", "N", "C", "H", "H", "H", "H", "H"], "positions_angstrom": [[2.421, -0.805, 0.546], [-0.216, -1.746, -0.096], [1.127, 0.354, -0.020], [-0.810, -0.915, -0.070], [1.878, -0.222, -0.992], [1.414, 1.814, 0.195], [-2.680, -0.166, -0.232], [-0.263, 0.250, 0.090], [-2.216, -1.127, -0.007], [2.019, 2.024, 0.986], [0.477, 2.183, 0.249], [-2.566, -1.989, -0.794], [-2.540, -1.722, 0.836], [1.956, 2.069, -0.689]], "nbo_charge": [0.431, 0.180, 0.421, 0.278, -0.552, -0.718, 0.255, -0.556, -0.708, 0.463, 0.474, 0.274, 0.288, 0.468], "lumo_energy_ha": -0.1707, "smiles": "C/C=N/[C@]1([NH3+])OS1", "total_charge": 1}

---

B | {"formula": "C3H7N2OS", "method": "the ωB97M-V functional and the def2-TZVPD basis", "species": ["H", "H", "C", "H", "H", "C", "C", "S", "N", "H", "N", "H", "O", "H"], "positions_angstrom": [[-0.611, -1.502, -1.081], [-0.045, -0.526, 1.722], [0.005, -1.319, -0.169], [-1.476, 1.822, -1.656], [0.104, -2.280, 0.379], [-0.654, -0.404, 0.786], [1.795, 0.288, 0.022], [-0.350, 1.382, 0.407], [-1.611, 1.842, -0.613], [2.187, -1.577, -0.419], [1.417, -0.891, -0.363], [-1.679, -0.647, 1.173], [2.650, 0.976, 0.337], [-1.733, 2.837, -0.524]], "nbo_charge": [0.246, 0.246, -0.237, 0.404, 0.244, -0.580, 0.855, 0.588, -0.958, 0.468, -0.620, 0.296, -0.356, 0.405], "lumo_energy_ha": -0.1825, "total_charge": 1}

---

C | {"formula": "C3H7N2OS", "method": "the ωB97M-V functional and the def2-TZVPD basis", "species": ["H", "H", "H", "S", "C", "N", "H", "H", "H", "O", "H", "N", "C", "C"], "positions_angstrom": [[-0.886, -2.196, 1.191], [0.952, 1.522, 1.269], [-2.480, 0.905, -1.567], [-0.549, -0.789, -0.790], [1.853, 0.547, -0.748], [-0.345, -2.074, 0.299], [-2.423, 0.429, 1.452], [2.695, 1.046, -0.302], [-0.649, -2.826, -0.332], [0.467, 0.705, 1.142], [2.192, 0.233, -1.679], [-2.593, 0.823, 0.552], [0.710, 0.341, -0.097], [-2.186, 0.654, -0.541]], "nbo_charge": [0.417, 0.511, 0.260, 0.692, -0.420, -0.937, 0.435, 0.228, 0.402, -0.676, 0.241, -0.498, 0.130, 0.214], "lumo_energy_ha": -0.1646, "total_charge": 1}

---

D | {"formula": "C3H7N2OS", "method": "the ωB97M-V functional and the def2-TZVPD basis", "species": ["H", "O", "H", "H", "H", "C", "C", "S", "C", "N", "N", "H", "H", "H"], "positions_angstrom": [[2.449, 0.441, -0.282], [0.352, -0.700, 0.915], [-1.430, 0.468, 0.966], [-0.297, 1.590, 1.462], [-1.391, 2.089, 0.241], [-0.076, -1.793, 0.165], [-0.157, -0.124, -1.357], [1.815, 1.649, 0.149], [0.255, 0.732, -0.175], [-0.873, 1.289, 0.645], [-0.188, -1.349, -1.211], [-0.106, 0.424, -2.304], [0.711, -2.530, 0.237], [-1.066, -2.185, 0.549]], "nbo_charge": [0.220, -0.591, 0.485, 0.469, 0.457, 0.027, -0.016, 0.102, 0.204, -0.740, -0.273, 0.234, 0.218, 0.206], "lumo_energy_ha": -0.1647, "total_charge": 1}

---

Of them, C has the lowest stability.

---

A | {"formula": "C3HN3O", "method": "the ωB97M-V functional and the def2-TZVPD basis", "species": ["H", "C", "N", "O", "N", "N", "C", "C"], "positions_angstrom": [[-1.510, -0.954, -0.873], [-0.713, -0.194, -0.993], [1.923, 1.591, 0.095], [-0.628, 0.550, -1.949], [1.141, 0.780, 0.122], [0.101, -0.942, 1.264], [0.228, -0.157, 0.106], [-0.542, -0.675, 2.228]], "nbo_charge": [0.140, 0.368, 0.115, -0.534, 0.096, -0.561, -0.040, 0.416], "lumo_energy_ha": -0.0213}

---

B | {"formula": "C3HN3O", "method": "the ωB97M-V functional and the def2-TZVPD basis", "species": ["N", "C", "N", "H", "C", "C", "N", "O"], "positions_angstrom": [[-1.812, 1.574, -0.872], [-0.222, -1.392, 0.019], [0.705, 0.281, 1.283], [0.887, 0.320, -1.341], [-1.019, 0.891, -0.417], [0.058, 0.053, 0.057], [-0.373, -2.525, -0.179], [1.775, 0.798, 1.449]], "nbo_charge": [-0.225, 0.238, 0.155, 0.216, 0.232, -0.240, -0.215, -0.161], "lumo_energy_ha": [-0.0762, -0.0761]}

---

C | {"formula": "C3HN3O", "method": "the ωB97M-V functional and the def2-TZVPD basis", "species": ["C", "O", "H", "N", "C", "N", "N", "C"], "positions_angstrom": [[-1.697, 0.283, -0.145], [-2.009, 1.237, 0.450], [-1.675, 0.098, -1.169], [1.066, -0.157, 0.442], [2.221, -0.038, -0.095], [3.274, 0.116, -0.511], [-1.196, -0.807, 0.532], [0.016, -0.732, 0.496]], "nbo_charge": [0.538, -0.465, 0.125, -0.516, 0.402, -0.305, -0.515, 0.737], "lumo_energy_ha": -0.0224, "smiles": "N#CN=C=NC=O"}

---

Of them, B has the lowest stability.